Entry from OMol25: a gas-phase ion, C11H26B2BrNO6PS (charge -1) (the ωB97M-V functional and the def2-TZVPD basis).

Output
Net charge: -1
ΔE to the lowest compared entry with this formula, charge and spin: 0.000 eV
Gap between HOMO and LUMO: 6.346 eV
E_HOMO: -3.853 eV
Electronic energy: -4304.4402 Eh

Positions of all 49 atoms, in Å:
C 5.29 -1.81 0.99
C 4.08 -1.73 0.05
C 2.96 -0.85 0.62
C 1.81 -0.69 -0.37
O 0.64 -0.39 0.35
C -0.43 0.21 -0.42
B -0.57 -0.32 -1.94
O -0.91 -1.63 -2.17
O -0.40 0.49 -3.06
O -1.63 -0.28 0.11
B -2.46 0.80 0.67
C -4.05 0.82 0.23
S -4.42 -0.29 -1.16
C -4.62 -1.86 -0.25
C -3.78 -2.97 -0.87
P -2.46 0.65 2.69
O -0.94 1.21 3.13
Br -2.17 -1.60 3.00
O -1.83 2.04 0.20
C -0.50 1.72 -0.07
C 0.23 2.76 -0.92
C 1.64 3.00 -0.40
N 1.63 3.90 0.78
H 5.43 -2.83 1.34
H 6.20 -1.46 0.51
H 5.12 -1.19 1.87
H 4.37 -1.32 -0.92
H 3.66 -2.72 -0.12
H 3.38 0.15 0.78
H 2.58 -1.24 1.56
H 1.68 -1.65 -0.89
H 2.07 0.10 -1.08
H -0.47 -2.22 -1.55
H 0.54 0.60 -3.20
H -4.71 0.55 1.06
H -4.33 1.83 -0.08
H -5.68 -2.10 -0.24
H -4.28 -1.67 0.76
H -4.12 -3.96 -0.56
H -3.78 -2.89 -1.95
H -2.74 -2.82 -0.56
H -0.27 0.62 2.75
H 0.02 1.75 0.90
H -0.32 3.70 -0.85
H 0.29 2.47 -1.96
H 2.11 2.04 -0.15
H 2.24 3.50 -1.17
H 1.35 3.37 1.60
H 2.58 4.19 0.97